ORCA calculation (ωB97M-V with the def2-TZVPD basis set) on a structure of composition C39H42N3O7OsPS2 in a non-equilibrium geometry.

Calculated values
- maximum force (eV/A) = 2.21
- HOMO level (alpha / beta) (eV) = -13.376 / -13.602
- orbital gap (alpha / beta) (eV) = 7.4 / 4.6
- 2S+1 = 5
- charge = +2

Each line ends with the Mulliken spin population.
CARTESIAN COORDINATES (ANGSTROEM)
1 Os 0.119 0.077 0.505  2.521
2 N 1.173 -2.754 0.795  -0.007
3 P -0.154 -2.180 -0.113  -0.019
4 C -1.521 -3.278 0.305  0.002
5 C -2.853 -2.888 0.157  -0.006
6 C -3.866 -3.811 0.390  0.000
7 C -3.555 -5.110 0.761  0.001
8 C -2.227 -5.500 0.893  0.001
9 C -1.208 -4.591 0.671  0.000
10 C 0.276 -2.533 -1.817  0.003
11 C -0.762 -2.686 -2.739  0.011
12 C -0.461 -3.002 -4.054  0.002
13 C 0.862 -3.164 -4.447  0.000
14 C 1.895 -2.973 -3.536  0.005
15 C 1.608 -2.645 -2.220  0.008
16 C 1.685 -2.035 1.848  0.038
17 C 2.673 -2.546 2.685  -0.010
18 C 3.149 -1.763 3.709  0.029
19 C 2.624 -0.480 3.919  -0.009
20 C 1.653 -0.034 3.079  0.049
21 N 1.197 -0.788 2.036  -0.041
22 H 1.584 -3.655 0.610  -0.002
23 H -3.098 -1.886 -0.151  -0.008
24 H -4.899 -3.509 0.269  0.000
25 H -4.346 -5.826 0.945  0.000
26 H -1.983 -6.519 1.163  0.000
27 H -0.183 -4.922 0.777  0.000
28 H -1.795 -2.559 -2.434  0.000
29 H -1.264 -3.130 -4.769  0.000
30 H 1.089 -3.438 -5.469  0.000
31 H 2.925 -3.081 -3.853  0.000
32 H 2.417 -2.480 -1.518  0.003
33 H 3.054 -3.544 2.514  0.000
34 H 3.928 -2.145 4.356  0.000
35 H 2.983 0.149 4.721  0.000
36 H 1.184 0.933 3.195  0.002
37 C -0.750 4.777 -5.704  -0.002
38 O -0.945 3.578 -4.934  0.003
39 C -0.296 3.430 -3.797  0.044
40 C 0.573 4.376 -3.241  0.133
41 C 1.221 4.100 -2.040  0.038
42 C 1.014 2.926 -1.327  -0.052
43 C 1.686 2.690 -0.075  0.039
44 C 2.809 3.568 0.371  0.004
45 O 1.395 1.738 0.705  0.183
46 C 0.107 1.975 -1.889  0.215
47 O -0.189 0.854 -1.309  0.327
48 C -0.509 2.220 -3.125  0.107
49 H -1.350 4.651 -6.595  0.000
50 H 0.298 4.890 -5.981  0.002
51 H -1.091 5.650 -5.148  0.002
52 H 0.750 5.320 -3.736  0.004
53 H 1.901 4.845 -1.647  0.007
54 H 3.579 3.621 -0.401  0.001
55 H 3.238 3.172 1.286  0.000
56 H 2.451 4.583 0.560  0.001
57 H -1.168 1.468 -3.555  0.024
58 O -5.376 0.525 -2.976  0.002
59 S -3.967 0.745 -3.001  -0.003
60 O -3.223 0.607 -4.220  0.004
61 N -3.242 -0.179 -1.838  0.041
62 C -2.705 0.563 -0.924  0.039
63 O -2.095 0.052 0.103  0.022
64 C -2.843 2.049 -1.116  0.011
65 C -2.329 3.099 -0.372  0.016
66 C -2.575 4.399 -0.799  -0.001
67 C -3.325 4.643 -1.950  -0.001
68 C -3.823 3.590 -2.710  0.005
69 C -3.564 2.308 -2.263  0.000
70 H -1.736 2.913 0.516  0.005
71 H -2.184 5.234 -0.230  0.001
72 H -3.526 5.664 -2.252  0.000
73 H -4.385 3.764 -3.620  0.000
74 C -5.124 2.781 3.525  0.000
75 C -3.732 3.372 3.757  0.001
76 C -2.636 2.321 3.944  0.012
77 S -2.551 1.257 2.489  0.025
78 O -1.033 0.931 2.377  0.155
79 C -3.360 -0.262 3.085  -0.002
80 C -2.372 -1.369 3.451  0.001
81 C -1.631 -1.118 4.763  0.005
82 H -5.839 3.570 3.294  0.000
83 H -5.487 2.262 4.417  0.000
84 H -5.140 2.079 2.685  0.000
85 H -3.752 3.990 4.655  0.000
86 H -3.464 4.025 2.924  0.000
87 H -2.805 1.701 4.825  0.002
88 H -1.644 2.769 4.004  0.002
89 H -4.011 -0.564 2.262  0.000
90 H -3.978 0.027 3.937  0.000
91 H -1.658 -1.481 2.634  0.009
92 H -2.935 -2.301 3.510  0.000
93 H -0.966 -0.255 4.681  -0.002
94 H -1.024 -1.984 5.038  0.000
95 H -2.335 -0.938 5.580  0.000


ORCA calculation (ωB97M-V with the def2-TZVPD basis set) on a structure of composition C39H43AsF6HfN3O7PS3.

Calculated values
- maximum force (eV/A) = 0.84
- HOMO level (eV) = -12.422
- orbital gap (eV) = 6.7
- charge = +2

Each line ends with the Löwdin charge.
CARTESIAN COORDINATES (ANGSTROEM)
1 Hf -2.147 -0.245 0.584  1.733
2 F -4.551 1.127 2.975  0.157
3 C -4.598 0.247 3.967  -0.670
4 F -4.443 0.861 5.112  0.204
5 F -5.732 -0.411 3.933  0.196
6 S -3.170 -0.966 3.756  0.724
7 O -2.302 -0.304 2.735  -0.446
8 O -2.586 -1.184 5.019  -0.174
9 N -3.806 -2.276 3.111  -0.244
10 S -3.826 -2.291 1.566  0.705
11 O -2.505 -2.494 0.927  -0.384
12 O -4.320 -1.038 0.954  -0.339
13 C -4.894 -3.770 1.158  -0.686
14 F -6.080 -3.578 1.677  0.215
15 F -4.305 -4.825 1.665  0.212
16 F -4.945 -3.834 -0.156  0.197
17 C -4.156 -1.132 -3.847  -0.095
18 C -3.177 -0.377 -4.738  -0.270
19 C -1.825 -0.160 -4.071  -0.296
20 S -2.006 0.792 -2.544  1.097
21 O -2.046 -0.349 -1.457  -0.637
22 C -0.353 1.488 -2.381  -0.325
23 C -0.273 2.808 -3.144  -0.265
24 C -1.037 3.933 -2.458  -0.086
25 H -5.106 -1.280 -4.357  0.088
26 H -4.371 -0.585 -2.923  0.061
27 H -3.762 -2.114 -3.576  0.082
28 H -3.594 0.585 -5.045  0.118
29 H -2.990 -0.936 -5.657  0.124
30 H -1.116 0.387 -4.694  0.108
31 H -1.358 -1.096 -3.748  0.091
32 H 0.360 0.738 -2.724  0.090
33 H -0.216 1.663 -1.310  0.079
34 H -0.602 2.674 -4.179  0.114
35 H 0.787 3.059 -3.198  0.103
36 H -2.096 3.697 -2.331  0.066
37 H -0.976 4.851 -3.039  0.089
38 H -0.610 4.135 -1.472  0.075
39 C 1.818 -0.082 0.597  -0.397
40 C 2.249 0.304 2.005  -0.420
41 As 4.004 1.246 2.049  1.328
42 C 3.657 2.372 0.473  -0.415
43 C 3.059 3.605 0.722  -0.130
44 C 2.738 4.467 -0.320  -0.086
45 C 3.028 4.109 -1.629  -0.099
46 C 3.623 2.880 -1.890  -0.086
47 C 3.930 2.016 -0.847  -0.119
48 C 5.113 -0.151 1.252  -0.430
49 C 6.337 0.198 0.684  -0.128
50 C 7.199 -0.777 0.203  -0.069
51 C 6.858 -2.118 0.299  -0.074
52 C 5.654 -2.479 0.887  -0.078
53 C 4.791 -1.502 1.365  -0.125
54 P 0.438 -1.266 0.456  1.027
55 C 0.598 -2.032 -1.179  -0.376
56 C 1.558 -1.619 -2.100  -0.087
57 C 1.615 -2.206 -3.359  -0.057
58 C 0.722 -3.210 -3.701  -0.060
59 C -0.233 -3.632 -2.783  -0.060
60 C -0.299 -3.044 -1.530  -0.108
61 C 0.700 -2.558 1.685  -0.371
62 C 0.308 -2.310 3.002  -0.115
63 C 0.524 -3.262 3.985  -0.047
64 C 1.131 -4.469 3.657  -0.045
65 C 1.530 -4.715 2.351  -0.050
66 C 1.320 -3.763 1.364  -0.069
67 H 2.657 -0.557 0.082  0.060
68 H 1.553 0.805 0.017  0.065
69 H 2.339 -0.562 2.662  0.049
70 H 1.534 0.982 2.461  0.040
71 H 2.871 3.916 1.745  0.093
72 H 2.304 5.436 -0.105  0.106
73 H 2.823 4.798 -2.439  0.109
74 H 3.877 2.607 -2.908  0.108
75 H 4.413 1.071 -1.063  0.096
76 H 6.629 1.241 0.617  0.107
77 H 8.146 -0.487 -0.235  0.111
78 H 7.535 -2.879 -0.065  0.110
79 H 5.391 -3.524 0.989  0.105
80 H 3.868 -1.817 1.840  0.083
81 H 2.275 -0.848 -1.851  0.097
82 H 2.374 -1.891 -4.063  0.117
83 H 0.780 -3.679 -4.675  0.118
84 H -0.919 -4.428 -3.040  0.118
85 H -1.035 -3.392 -0.814  0.098
86 H -0.143 -1.363 3.273  0.088
87 H 0.222 -3.061 5.004  0.118
88 H 1.296 -5.215 4.422  0.118
89 H 2.008 -5.651 2.097  0.117
90 H 1.639 -3.968 0.349  0.112
91 C -1.131 4.383 2.898  0.026
92 N -1.948 3.673 1.907  -0.025
93 C -3.143 4.215 1.469  -0.002
94 C -3.989 3.600 0.621  0.045
95 C -3.620 2.292 0.133  -0.513
96 O -4.271 1.494 -0.536  0.019
97 N -2.360 1.863 0.517  -0.012
98 C -1.564 2.453 1.445  -0.533
99 O -0.576 1.803 1.809  0.010
100 H -0.907 5.384 2.536  0.105
101 H -0.207 3.831 3.036  0.091
102 H -1.660 4.443 3.847  0.107
103 H -3.366 5.187 1.888  0.147
104 H -4.929 4.047 0.339  0.131


Which value of maximum force does entry 2 give? 0.84 eV/A


Which value of charge does entry 2 give? +2


What is the formula in the second record? C39H43AsF6HfN3O7PS3